(1)
Computed, not measured: a molecular structure, C26H49N4NbO at a distorted geometry, with ωB97M-V/def2-TZVPD.

lowest unoccupied orbital energy: -0.2 eV
HOMO: -7.48 eV
E_tot: -37312.837 eV
total charge: 0

```
81
Properties=species:S:1:pos:R:3:forces:R:3:lowdin_charge:R:1
Nb 0.684430 -0.425434 0.616507 -0.6 -0.2 0.6 1.958
N 0.971336 0.396296 2.466490 -0.6 -0.8 -1.3 -0.445
N -0.370046 -2.133589 0.796562 1.5 0.8 0.3 -0.387
N 1.685891 0.824515 -0.957857 -0.6 -2.2 0.3 -0.112
N 1.546392 -1.476606 -1.164869 -0.1 3.1 0.1 -0.133
H 1.486382 -1.439178 3.402171 0.2 0.3 0.2 0.047
C 0.983267 -0.487927 3.631221 0.5 0.6 -0.8 -0.138
H -0.032170 -0.758269 3.849913 -0.5 0.0 0.7 0.037
H 1.485103 0.028978 4.453096 -0.2 -0.3 0.2 0.090
H 2.185364 1.875507 3.353323 -0.1 0.3 -0.1 0.087
C 1.525135 1.747622 2.488662 -0.2 -0.7 -0.4 -0.148
H 0.695619 2.467933 2.461970 0.3 0.2 0.4 0.071
H 2.095367 1.950026 1.553498 0.0 -0.2 0.6 0.051
C 0.337556 -3.254936 1.443208 -0.2 0.6 -0.5 -0.137
H 0.313942 -4.139882 0.796103 0.0 0.0 0.2 0.075
H 1.383548 -2.973507 1.626483 -0.2 -0.2 0.0 0.048
H -0.142990 -3.457767 2.398248 0.0 -0.3 0.2 0.081
H -1.406977 -3.363259 -0.580273 -0.1 0.2 0.3 0.065
C -1.574211 -2.502300 0.087574 -0.3 0.2 -0.1 -0.140
H -2.369534 -2.741433 0.812682 0.1 -0.1 -0.3 0.080
H -1.923113 -1.657785 -0.528818 0.1 -0.3 0.3 0.074
C 2.335562 2.142411 -1.161272 -0.5 -1.1 0.3 -0.486
H 3.082476 2.308585 -0.354062 -0.4 -0.2 -0.3 0.124
C 1.251006 3.189147 -1.077745 -0.2 0.6 0.3 -0.067
H 0.637745 3.096151 -0.157302 0.4 0.0 -0.5 0.078
H 1.695908 4.196666 -1.107987 -0.2 -0.2 0.0 0.090
H 0.591831 3.065511 -1.939544 -0.1 0.1 0.1 0.062
C 3.021487 2.158728 -2.493969 0.2 0.7 -0.6 -0.085
H 3.357164 3.178897 -2.710290 0.0 -0.1 -0.1 0.092
H 3.888363 1.504089 -2.540519 0.0 0.0 0.0 0.059
H 2.307820 1.862834 -3.269395 0.1 0.1 0.0 0.089
H 3.247933 -3.943658 -2.791972 0.1 0.1 0.0 0.085
C 3.198439 -2.953318 -2.331840 0.2 -0.4 0.1 -0.070
H 3.229630 -2.203472 -3.115021 0.1 0.0 -0.3 0.073
H 4.051978 -2.826343 -1.661358 -0.1 0.0 -0.3 0.052
C 1.910037 -2.868621 -1.554288 -0.3 1.4 1.0 -0.438
H 2.057070 -3.419147 -0.595283 0.0 0.5 -0.6 0.122
C 0.716020 -3.446743 -2.265720 -0.5 -0.6 -0.9 -0.067
H -0.017478 -2.664248 -2.495188 0.2 -0.3 0.1 0.078
H 1.044448 -3.887685 -3.218243 -0.3 -0.1 0.2 0.078
H 0.226465 -4.224512 -1.669865 0.0 0.1 -0.2 0.063
H 2.595456 -0.256653 -2.632705 -1.2 0.1 1.2 0.131
C 1.922070 -0.284849 -1.703195 1.8 -1.6 0.2 -0.268
C 2.971075 -0.866955 1.322535 1.0 -0.4 -0.6 -0.256
H 3.184648 0.108955 1.745247 0.1 0.3 -0.1 0.027
H 3.072619 -1.583484 2.166793 -0.4 0.4 -0.4 0.038
C 4.001806 -1.246943 0.306844 1.7 1.6 -0.9 -0.274
H 4.544433 -2.201946 0.499340 -1.2 0.0 -0.9 0.097
C 4.529254 -0.442423 -0.716528 -1.1 -0.1 0.7 -0.066
H 4.433694 0.701689 -0.705672 -0.3 -2.0 0.0 0.052
H 4.786401 -0.870985 -1.737323 0.7 0.5 1.8 0.057
C -2.568149 -0.997909 2.987427 0.0 -0.2 -0.4 -0.073
C -2.933758 0.484077 2.906988 0.0 -0.1 0.4 -0.373
C -1.849059 1.349106 3.536795 0.6 0.2 -0.4 -0.066
C -3.298478 0.957894 1.508269 0.2 -0.4 0.5 -0.128
C -4.610746 1.405188 1.400367 -0.7 0.2 0.2 -0.052
C -5.157550 1.909919 0.231648 0.3 -0.3 0.4 -0.081
C -4.328320 1.922603 -0.864895 -0.5 0.4 -0.8 -0.063
C -3.014173 1.477561 -0.822037 0.7 -0.4 0.0 -0.137
C -2.255514 1.509679 -2.132236 0.2 -0.1 -0.2 -0.387
C -2.898453 0.613419 -3.208354 0.2 -0.1 -0.1 -0.066
C -2.129162 2.933186 -2.691501 0.2 0.3 -0.1 -0.079
C -2.437823 0.964995 0.381180 -0.2 0.1 -0.5 -0.197
O -1.147515 0.460248 0.409557 -0.1 0.4 -0.2 -0.320
H -1.697750 -1.198888 2.348310 -0.3 0.0 0.3 0.029
H -3.399377 -1.629802 2.629639 0.2 0.2 0.2 0.086
H -2.327459 -1.283734 4.021109 -0.1 0.1 -0.2 0.082
H -3.835192 0.606019 3.520794 0.1 0.1 -0.2 0.118
H -0.916828 1.209908 2.954254 -0.5 0.2 0.4 0.034
H -2.128756 2.411778 3.513589 0.0 -0.2 0.1 0.089
H -1.654521 1.048909 4.575136 -0.1 0.1 -0.2 0.084
H -5.258231 1.347930 2.287710 0.4 0.0 -0.4 0.114
H -6.186991 2.247174 0.199929 0.1 0.0 -0.1 0.102
H -4.745579 2.281612 -1.825093 0.4 -0.2 0.6 0.116
H -1.248799 1.121583 -1.921220 -0.1 0.1 -0.2 0.110
H -3.919478 0.942677 -3.477945 0.5 -0.1 0.2 0.079
H -2.274660 0.639245 -4.120510 -0.3 0.0 0.3 0.079
H -2.944719 -0.427823 -2.867596 -0.1 0.1 -0.1 0.073
H -1.608769 3.585421 -1.977302 -0.2 -0.1 -0.2 0.070
H -1.541187 2.925912 -3.630474 -0.3 0.0 0.4 0.082
H -3.118655 3.381431 -2.913904 0.5 -0.3 0.1 0.080
```
Positions in Å, forces in eV/Å.


(2)
Computed, not measured: a molecular structure, C24H36O18Ti at a distorted geometry, with ωB97M-V/def2-TZVPD.

energy above the lowest of the compared OMol25 structures with the same formula, charge and spin: 0.0 kcal/mol
lowest unoccupied orbital energy (alpha / beta): -1.5 / -1.5 eV
spin multiplicity: 4
⟨S²⟩: 3.75
HOMO (alpha / beta): -5.74 / -12.80 eV
E_tot: -85438.405 eV
total charge: +1

```
79
Properties=species:S:1:pos:R:3:forces:R:3:lowdin_charge:R:1
Ti -0.160895 0.133366 0.518631 -0.1 0.6 0.5 0.720
C -1.855048 -4.700304 -1.797850 0.0 0.4 0.3 -0.001
C -0.902590 -3.822836 -2.582712 -0.1 0.2 0.1 -0.265
C -1.566460 -2.721530 -3.425022 -0.2 -1.1 -0.4 -0.075
O -0.771764 -1.570339 -3.178076 0.0 0.1 0.2 0.067
C -0.081771 -1.770122 -2.026763 -0.3 -0.1 -0.4 -0.535
O 0.441922 -0.872687 -1.435436 0.4 0.2 0.1 0.080
O -0.104324 -3.040989 -1.654022 -0.1 0.0 0.0 0.110
H -1.357297 -4.996363 -0.874558 0.0 -0.3 -0.1 0.076
H -2.168049 -5.575554 -2.359794 0.0 0.0 -0.1 0.092
H -2.729153 -4.121724 -1.493384 -0.1 -0.1 -0.1 0.094
H -0.205611 -4.418832 -3.171263 0.1 0.0 0.0 0.155
H -2.607476 -2.565024 -3.137194 0.1 0.3 0.2 0.131
H -1.565280 -2.993589 -4.480835 0.2 0.3 0.0 0.141
C -4.204704 3.267955 4.917479 0.3 0.7 0.2 -0.024
C -3.901936 1.961354 4.243084 -0.4 0.1 -0.5 -0.296
C -4.931920 1.528418 3.191146 -0.1 0.4 0.5 -0.079
O -4.132423 0.938428 2.169170 0.0 0.0 0.0 0.091
C -2.878361 1.406821 2.289243 -0.3 -0.1 0.1 -0.533
O -2.022402 1.216784 1.480030 0.5 -0.2 -0.2 0.099
O -2.724814 2.112122 3.414891 0.1 -0.2 0.1 0.106
H -4.913947 3.159594 5.736230 -0.1 -0.1 -0.1 0.093
H -4.575256 4.015735 4.212310 -0.2 -0.2 -0.1 0.090
H -3.299357 3.723628 5.326518 0.0 -0.3 0.1 0.093
H -3.735845 1.156831 4.960206 0.3 0.0 0.0 0.158
H -5.462715 2.395563 2.789935 0.1 0.0 -0.1 0.136
H -5.667129 0.828919 3.579945 0.1 -0.2 -0.2 0.139
C -3.101545 2.165717 -4.486073 -0.1 -0.5 -0.1 -0.017
C -2.465011 1.033376 -3.697909 0.1 0.7 -0.1 -0.310
C -1.651554 1.541501 -2.504935 -0.4 0.0 0.3 -0.069
O -2.069292 0.698391 -1.419192 0.3 -0.1 0.0 0.009
C -3.155164 -0.013284 -1.781472 0.1 0.1 -0.2 -0.573
O -3.734232 -0.766121 -1.070637 -0.1 -0.2 0.1 0.175
O -3.476720 0.233615 -3.070239 0.0 -0.2 -0.1 0.089
H -2.330380 2.858906 -4.823807 0.0 0.1 0.2 0.091
H -3.848903 2.647921 -3.857528 0.1 0.3 0.0 0.095
H -3.604503 1.804049 -5.383818 0.0 -0.1 0.1 0.087
H -1.848095 0.408346 -4.342299 -0.1 -0.2 0.1 0.143
H -1.945331 2.553616 -2.223165 0.2 0.1 -0.1 0.142
H -0.577135 1.456905 -2.631073 0.1 0.0 0.1 0.131
C -0.169184 -5.277361 4.583174 0.0 -0.9 -0.3 -0.019
C 0.525729 -4.604144 3.434177 -0.2 0.5 -0.2 -0.289
C 0.242081 -5.172314 2.042686 0.3 -0.4 0.2 -0.082
O 0.076189 -4.012908 1.228186 -0.2 0.0 -0.1 0.064
C -0.178963 -2.949403 2.016492 0.0 -0.3 0.2 -0.534
O -0.516434 -1.875284 1.622448 0.1 0.3 -0.3 0.090
O -0.012660 -3.257005 3.305044 0.1 -0.1 0.1 0.103
H 0.315573 -6.229844 4.821527 0.2 0.2 0.1 0.096
H -1.177115 -5.571829 4.283499 -0.1 0.4 0.2 0.091
H -0.173729 -4.643961 5.462503 -0.1 0.0 0.1 0.091
H 1.601156 -4.497221 3.584332 0.0 0.0 0.1 0.157
H -0.652176 -5.800829 2.023745 -0.1 0.2 0.0 0.135
H 1.068813 -5.762725 1.652203 0.0 0.1 0.0 0.138
C 6.535382 0.452560 1.128708 0.0 -0.5 -0.4 -0.021
C 5.308032 0.989933 0.427838 0.3 -0.3 0.1 -0.304
C 4.828957 0.116151 -0.748940 0.3 0.1 0.1 -0.072
O 3.482098 -0.215215 -0.421492 -0.1 0.1 0.0 0.083
C 3.160174 0.296651 0.777356 0.5 0.1 0.0 -0.551
O 2.104619 0.161573 1.312897 -0.6 -0.2 0.0 0.103
O 4.187374 0.965014 1.327353 -0.1 0.1 -0.3 0.105
H 6.401057 -0.610836 1.343931 -0.1 0.1 0.1 0.094
H 6.759268 0.976561 2.052453 0.0 0.1 0.0 0.090
H 7.388209 0.512369 0.446594 0.0 0.2 0.1 0.095
H 5.499452 2.014131 0.104815 -0.3 0.1 0.1 0.139
H 5.409870 -0.801681 -0.846704 -0.1 0.0 0.1 0.134
H 4.871626 0.643826 -1.700379 -0.2 0.0 0.0 0.125
C 4.120547 3.858162 -2.437668 0.3 0.0 0.2 -0.016
C 3.163021 4.245802 -1.336536 -0.1 0.1 -0.4 -0.292
C 1.891571 4.962675 -1.805960 0.1 0.1 -0.1 -0.068
O 0.833610 4.279457 -1.126743 0.1 0.0 -0.1 0.087
C 1.305101 3.141478 -0.592951 -0.1 0.1 0.1 -0.531
O 0.618632 2.333258 -0.046858 -0.2 -0.4 -0.2 0.114
O 2.634914 3.040707 -0.745302 0.1 0.0 0.1 0.093
H 4.645788 4.717418 -2.856663 -0.3 0.1 0.0 0.097
H 3.596359 3.320957 -3.226657 0.0 0.0 0.0 0.096
H 4.909956 3.226039 -2.024646 -0.1 -0.1 0.0 0.072
H 3.664920 4.840712 -0.572773 0.0 -0.2 0.2 0.158
H 1.752499 4.876553 -2.885193 -0.1 -0.1 0.0 0.135
H 1.870128 6.012038 -1.526229 0.0 0.0 0.0 0.138
```
Positions in Å, forces in eV/Å.